# 1
The following is a DFT calculation (the ωB97M-V functional and the def2-TZVPD basis) of a cluster of 8 separate species, C32H40N8 in total.

Calculated values
- LUMO level: 0.7 eV
- Orbital gap: 8.335 eV
- SMILES: c1cc[nH]c1.c1cc[nH]c1.c1cc[nH]c1.c1cc[nH]c1.c1cc[nH]c1.c1cc[nH]c1.c1cc[nH]c1.c1cc[nH]c1
- E: -45749.944 eV
- ΔE to the lowest compared entry with this formula, charge and spin: 2.378 eV
- HOMO energy: -7.7 eV

```
! wB97M-V def2-TZVPD RIJCOSX def2/J DEFGRID3
* xyz 0 1
N -4.891 2.339 4.570
C -4.303 3.101 3.550
C -3.812 2.139 2.551
C -4.292 0.888 2.985
C -5.052 1.065 4.139
H -5.371 2.709 5.378
H -4.292 4.167 3.720
H -3.292 2.308 1.619
H -4.222 -0.010 2.389
H -5.568 0.377 4.792
N 1.519 -5.173 -3.845
C 0.240 -5.445 -4.016
C -0.495 -4.356 -3.700
C 0.425 -3.402 -3.180
C 1.654 -3.977 -3.282
H 2.265 -5.792 -4.131
H -0.077 -6.353 -4.507
H -1.574 -4.297 -3.694
H 0.092 -2.406 -2.928
H 2.662 -3.635 -3.101
N 6.092 -1.515 -2.974
C 5.127 -0.524 -3.186
C 4.055 -0.806 -2.305
C 4.499 -1.943 -1.490
C 5.758 -2.390 -1.975
H 6.986 -1.582 -3.440
H 5.128 0.173 -4.011
H 3.112 -0.309 -2.137
H 4.021 -2.420 -0.647
H 6.468 -3.135 -1.647
N -1.705 4.757 -2.328
C -2.634 3.790 -2.001
C -3.609 4.356 -1.253
C -3.354 5.687 -1.220
C -2.186 5.946 -1.876
H -0.833 4.659 -2.828
H -2.432 2.773 -2.303
H -4.461 4.014 -0.684
H -4.130 6.295 -0.780
H -1.650 6.862 -2.076
N -0.680 -5.150 -0.864
C -0.884 -6.423 -0.485
C -1.201 -6.405 0.849
C -1.212 -5.098 1.277
C -0.821 -4.286 0.205
H -0.517 -4.823 -1.805
H -0.906 -7.171 -1.264
H -1.547 -7.263 1.405
H -1.540 -4.778 2.255
H -0.698 -3.216 0.131
N 0.721 2.703 2.849
C 1.283 3.521 1.886
C 0.329 4.449 1.552
C -0.824 4.132 2.305
C -0.544 3.052 3.063
H 1.223 1.947 3.292
H 2.288 3.432 1.500
H 0.391 5.289 0.877
H -1.745 4.679 2.439
H -1.179 2.462 3.708
N -0.632 1.701 -0.125
C 0.448 1.138 -0.706
C 0.068 0.080 -1.498
C -1.277 -0.137 -1.136
C -1.726 0.923 -0.321
H -0.609 2.562 0.402
H 1.406 1.636 -0.679
H 0.662 -0.491 -2.197
H -1.886 -0.977 -1.437
H -2.672 1.186 0.127
N 2.223 -0.631 2.744
C 2.312 -0.221 1.454
C 3.187 0.846 1.454
C 3.575 1.106 2.801
C 2.964 0.170 3.611
H 1.679 -1.402 3.104
H 1.772 -0.709 0.655
H 3.486 1.405 0.580
H 4.236 1.872 3.179
H 2.976 -0.048 4.669
*
```

***

# 2
The following is a DFT calculation (the ωB97M-V functional and the def2-TZVPD basis) of a cluster of 8 separate species, C32H40N8 in total.

Calculated values
- LUMO level: 0.4 eV
- Orbital gap: 8.392 eV
- SMILES: c1cc[nH]c1.c1cc[nH]c1.c1cc[nH]c1.c1cc[nH]c1.c1cc[nH]c1.c1cc[nH]c1.c1cc[nH]c1.c1cc[nH]c1
- E: -45752.322 eV
- ΔE to the lowest compared entry with this formula, charge and spin: 0.000 eV
- HOMO energy: -7.9 eV

```
! wB97M-V def2-TZVPD RIJCOSX def2/J DEFGRID3
* xyz 0 1
N 2.213 -2.441 2.513
C 2.315 -3.481 3.383
C 2.408 -4.634 2.648
C 2.349 -4.266 1.272
C 2.233 -2.904 1.229
H 2.248 -1.455 2.733
H 2.343 -3.349 4.451
H 2.463 -5.651 3.002
H 2.448 -4.961 0.455
H 2.211 -2.195 0.417
N 0.207 5.005 -3.716
C 1.078 6.021 -4.040
C 2.000 6.114 -3.034
C 1.673 5.128 -2.065
C 0.551 4.483 -2.505
H -0.628 4.808 -4.239
H 0.908 6.557 -4.958
H 2.809 6.826 -3.025
H 2.150 4.974 -1.112
H 0.002 3.670 -2.059
N -0.739 -5.374 1.959
C -1.323 -4.264 1.418
C -2.547 -4.624 0.919
C -2.697 -6.026 1.153
C -1.565 -6.450 1.792
H 0.165 -5.390 2.403
H -0.842 -3.301 1.471
H -3.234 -3.962 0.419
H -3.552 -6.603 0.842
H -1.340 -7.430 2.179
N -0.017 -0.080 -0.815
C -0.589 -1.262 -0.420
C -1.739 -0.961 0.265
C -1.830 0.460 0.333
C -0.753 0.971 -0.344
H 0.901 -0.027 -1.227
H -0.094 -2.191 -0.649
H -2.433 -1.648 0.721
H -2.629 1.021 0.790
H -0.435 1.984 -0.521
N -1.896 5.122 2.999
C -1.371 4.949 1.750
C -0.326 4.076 1.863
C -0.232 3.689 3.226
C -1.223 4.341 3.898
H -2.713 5.649 3.251
H -1.663 5.578 0.926
H 0.283 3.724 1.045
H 0.541 3.080 3.668
H -1.392 4.392 4.960
N 0.399 0.267 2.649
C 1.684 0.735 2.623
C 2.200 0.605 3.889
C 1.174 0.058 4.709
C 0.081 -0.149 3.904
H -0.264 0.389 1.894
H 2.079 1.140 1.706
H 3.161 0.933 4.252
H 1.292 -0.216 5.744
H -0.875 -0.599 4.108
N -2.728 -0.886 -2.953
C -4.080 -0.761 -3.046
C -4.426 -0.914 -4.362
C -3.228 -1.142 -5.088
C -2.196 -1.136 -4.188
H -2.176 -0.842 -2.110
H -4.675 -0.530 -2.180
H -5.424 -0.965 -4.764
H -3.149 -1.303 -6.151
H -1.133 -1.254 -4.307
N 3.247 0.498 -2.130
C 2.323 1.019 -2.994
C 1.650 -0.026 -3.577
C 2.202 -1.224 -3.045
C 3.190 -0.875 -2.163
H 3.955 1.009 -1.633
H 2.237 2.086 -3.122
H 0.959 0.078 -4.396
H 1.953 -2.234 -3.327
H 3.870 -1.454 -1.562
*
```

***

# 3
The following is a DFT calculation (the ωB97M-V functional and the def2-TZVPD basis) of a structure of composition C32H41BN8O2RbS2Si.

Calculated values
- LUMO level: 1.5 eV
- Orbital gap: 4.644 eV
- E: -80751.191 eV
- ΔE to the lowest compared entry with this formula, charge and spin: 0.011 eV
- HOMO energy: -3.2 eV

```
! wB97M-V def2-TZVPD RIJCOSX def2/J DEFGRID3
* xyz -1 1
Rb 0.104 0.233 0.789
N 3.350 -0.261 -0.597
C 2.805 0.926 -1.218
C 3.786 1.715 -2.104
C 3.149 2.945 -2.775
C 3.773 4.257 -2.300
N 3.604 4.507 -0.863
C 2.468 4.868 -0.268
N 1.472 5.441 -0.968
N 2.386 4.761 1.065
C 2.360 1.909 -0.130
O 3.152 2.091 0.836
O 1.281 2.517 -0.318
H 4.033 -0.009 0.106
H 3.738 -0.917 -1.262
H 1.924 0.654 -1.806
H 4.225 1.044 -2.845
H 4.608 2.023 -1.447
H 2.080 2.962 -2.549
H 3.245 2.891 -3.861
H 3.390 5.121 -2.848
H 4.848 4.245 -2.478
H 4.261 4.058 -0.241
H 1.520 5.368 -1.970
H 0.550 5.260 -0.599
H 2.732 3.833 1.366
H 1.451 4.888 1.433
C 2.246 2.193 4.302
N 0.914 2.564 3.877
C 0.526 3.828 3.480
C -0.758 3.722 3.076
N -1.167 2.415 3.221
B -2.739 2.116 3.112
N -3.088 0.643 2.807
C -3.392 -0.267 3.802
C -3.708 -1.443 3.230
N -3.593 -1.258 1.864
C -3.859 -2.259 0.851
C -3.233 0.025 1.606
S -3.050 0.658 0.036
C -0.140 1.699 3.742
S -0.086 0.058 4.164
H 2.652 2.977 4.942
H 2.894 2.041 3.437
H 2.172 1.261 4.858
H 1.180 4.678 3.575
H -1.445 4.471 2.724
H -3.142 2.845 2.243
H -3.210 2.381 4.200
H -3.316 0.005 4.838
H -3.965 -2.398 3.653
H -3.802 -3.244 1.311
H -3.111 -2.188 0.066
H -4.844 -2.107 0.408
C 3.766 -5.338 -2.377
C 3.959 -4.434 -1.336
C 2.867 -3.849 -0.712
C 1.546 -4.150 -1.078
C 1.384 -5.067 -2.121
C 2.472 -5.648 -2.766
Si 0.117 -3.224 -0.166
C -1.413 -4.145 -0.911
C -2.021 -5.270 -0.343
C -3.155 -5.852 -0.898
C -3.714 -5.329 -2.056
C -3.127 -4.219 -2.649
C -2.002 -3.639 -2.076
C 0.196 -4.084 1.563
C 0.904 -5.250 1.868
C 0.886 -5.807 3.142
C 0.149 -5.210 4.156
C -0.562 -4.048 3.884
C -0.528 -3.499 2.610
H 4.615 -5.795 -2.872
H 4.965 -4.188 -1.013
H 3.036 -3.133 0.087
H 0.382 -5.339 -2.436
H 2.305 -6.354 -3.572
H -1.602 -5.697 0.563
H -3.604 -6.718 -0.424
H -4.601 -5.777 -2.489
H -3.556 -3.792 -3.549
H -1.578 -2.748 -2.531
H 1.483 -5.737 1.090
H 1.449 -6.712 3.343
H 0.138 -5.640 5.151
H -1.126 -3.553 4.667
H -1.069 -2.572 2.432
*
```